[1]
C12H24ClNiO9 | ωB97M-V/def2-TZVPD

XYZ file:
```
47
C12H24ClNiO9 ωB97M-V/def2-TZVPD
Ni -0.304 0.642 -1.355
Cl 1.500 1.232 0.031
C 4.587 -2.641 -0.483
C 3.359 -1.922 -1.153
O 2.298 -2.776 -1.541
C 1.130 -2.300 -2.039
O 0.780 -1.054 -2.135
O 0.409 -3.305 -2.427
C -0.750 -3.116 -3.176
H 4.163 -3.554 -0.064
H 4.961 -2.047 0.351
H 5.301 -2.978 -1.233
H 3.805 -1.359 -1.973
H 3.027 -1.275 -0.342
H -1.171 -4.046 -3.560
H -0.672 -2.505 -4.075
H -1.529 -2.713 -2.529
C 1.804 -2.676 2.520
C 0.900 -1.980 1.585
O -0.442 -2.016 1.838
C -1.261 -1.429 1.064
O -1.004 -0.706 0.096
O -2.503 -1.748 1.433
C -3.669 -1.224 0.757
H 2.826 -2.401 2.261
H 1.772 -3.743 2.299
H 1.672 -2.472 3.583
H 1.133 -2.420 0.616
H 1.240 -0.945 1.531
H -3.791 -0.141 0.764
H -4.573 -1.721 1.108
H -3.406 -1.355 -0.292
C -0.769 4.817 3.129
C -0.824 3.790 1.978
O -1.565 4.366 0.829
C -1.687 3.715 -0.344
O -1.327 2.569 -0.514
O -2.183 4.654 -1.183
C -2.402 4.372 -2.584
H -0.054 5.614 2.923
H -0.420 4.332 4.041
H -1.763 5.229 3.305
H -1.428 2.937 2.287
H 0.106 3.360 1.604
H -2.834 5.266 -3.035
H -3.022 3.535 -2.904
H -1.419 4.137 -2.992
```

Output
Charge: +1
LUMO (spin up / spin down) (eV): -3.939 / -5.105
Highest occupied orbital energy (spin up / spin down) (eV): -12.89 / -12.80
Multiplicity: 3
⟨S²⟩: 2.005
Gap between HOMO and LUMO (spin up / spin down) (eV): 8.95 / 7.69
Molecular weight (g/mol): 406.5
Energy above the lowest of the compared OMol25 structures with the same formula, charge and spin (eV): 0.735

=====

[2]
C12H24CrN6O6 | ωB97M-V/def2-TZVPD

XYZ file:
```
49
C12H24CrN6O6 ωB97M-V/def2-TZVPD
O -0.628 -0.247 -5.122
H -1.674 -0.280 -4.928
Cr -0.305 0.048 -0.404
N 0.036 1.580 1.058
N 1.340 1.053 -1.112
N -1.278 -0.767 1.030
N -0.341 -1.837 -1.354
O -0.550 1.882 2.179
O -1.824 -0.283 2.192
O 0.428 -2.444 -2.168
O 2.064 0.522 -1.983
C 1.699 2.217 -0.488
C 0.930 2.525 0.654
C -1.535 -2.062 0.724
C -1.089 -2.654 -0.491
C 1.137 3.689 1.553
H 1.481 3.365 2.562
H 0.183 4.245 1.691
H 1.880 4.404 1.154
C 2.907 2.901 -0.920
H 3.045 2.852 -1.983
H 3.801 2.490 -0.480
H 2.897 3.935 -0.653
C -2.282 -2.900 1.683
C -1.161 -4.083 -0.831
H -2.847 -2.327 2.441
H -1.619 -3.611 2.224
H -3.006 -3.555 1.152
H -0.598 -4.124 -1.746
H -2.186 -4.320 -1.088
H -0.739 -4.821 -0.141
H -1.399 0.681 2.283
H -0.358 -0.005 -4.158
C -1.720 1.162 -0.816
H -1.100 2.083 -0.831
H -2.582 0.522 -0.312
H -1.801 0.972 -1.944
O -4.343 2.845 -1.389
H -5.032 2.203 -1.245
H -4.200 3.273 -0.532
N 2.758 -1.199 2.309
C 3.307 -1.741 1.182
C 2.459 -1.478 0.154
N 1.414 -0.762 0.686
C 1.572 -0.611 1.976
H 3.136 -1.238 3.256
H 4.241 -2.284 1.158
H 2.521 -1.714 -0.899
H 0.960 -0.100 2.718
```

Output
LUMO (spin up / spin down) (eV): -0.486 / -1.864
Highest occupied orbital energy (spin up / spin down) (eV): -7.16 / -7.31
Multiplicity: 5
⟨S²⟩: 6.129
Gap between HOMO and LUMO (spin up / spin down) (eV): 6.68 / 5.45
Molecular weight (g/mol): 400.4
Energy above the lowest of the compared OMol25 structures with the same formula, charge and spin (eV): 3.483

=====

[3]
C12H24F14FeHfN9O32S6 | ωB97M-V/def2-TZVPD

XYZ file:
```
99
C12H24F14FeHfN9O32S6 ωB97M-V/def2-TZVPD
Hf 1.065 -1.510 -4.032
Fe -3.698 -0.681 -1.575
C -2.285 1.851 -5.130
F -1.399 2.045 -6.145
F -1.927 2.504 -4.072
F -3.392 2.277 -5.536
S -2.430 -0.016 -4.594
O -3.136 -0.702 -5.709
O -1.044 -0.567 -4.360
O -3.117 -0.017 -3.291
C -1.907 -4.961 -1.994
F -2.993 -5.664 -2.312
F -1.919 -4.731 -0.695
F -0.831 -5.600 -2.345
S -1.883 -3.263 -2.876
O -2.689 -2.238 -2.173
O -0.519 -2.788 -2.996
O -2.486 -3.587 -4.156
C 0.346 0.615 0.457
F 1.650 0.652 0.435
F -0.150 0.326 1.621
F -0.068 1.827 0.085
S -0.358 -0.611 -0.820
O -1.763 -0.250 -1.058
O 0.362 -0.372 -2.081
O -0.180 -1.986 -0.394
C -4.531 0.318 2.796
F -3.286 -0.133 2.870
F -5.242 -0.782 2.916
F -4.842 1.222 3.670
S -4.873 1.060 1.046
O -6.257 0.864 0.630
O -4.356 2.414 1.101
O -4.063 0.286 0.049
N 2.403 -2.582 -2.599
S 2.784 -4.289 -2.443
O 2.130 -5.035 -1.428
O 3.887 -4.858 -3.219
F 1.725 -4.424 -3.628
S 3.375 -2.363 -1.348
O 4.726 -2.407 -1.771
O 2.988 -2.794 0.003
F 3.122 -0.795 -1.336
C -0.195 -1.199 4.339
N 0.665 -2.185 5.073
O 1.303 -1.822 6.046
O 0.636 -3.327 4.627
H 0.240 -0.245 4.638
H -1.248 -1.238 4.620
H -0.039 -1.372 3.274
C -2.124 3.102 3.506
N -1.305 4.128 4.218
O -0.293 3.767 4.752
O -1.803 5.208 4.427
H -1.390 2.396 3.120
H -2.693 3.472 2.653
H -2.789 2.708 4.275
C 1.022 5.350 -0.544
N 1.216 5.663 0.936
O 2.264 5.964 1.386
O 0.213 5.558 1.654
H 0.312 4.534 -0.680
H 2.003 5.125 -0.962
H 0.545 6.277 -0.863
C 3.451 2.264 2.683
N 4.794 2.825 3.098
O 5.091 2.523 4.224
O 5.509 3.586 2.389
H 2.840 3.166 2.664
H 2.995 1.559 3.377
H 3.512 1.786 1.705
C -3.615 -3.663 2.134
N -2.628 -2.771 1.581
O -2.963 -2.138 0.598
O -1.580 -2.714 2.243
H -3.228 -4.645 1.863
H -4.616 -3.374 1.812
H -3.596 -3.639 3.223
C 1.357 3.346 -4.795
N 0.936 2.324 -3.809
O 0.930 1.163 -4.234
O 0.647 2.577 -2.640
H 1.124 4.243 -4.222
H 0.664 3.280 -5.634
H 2.421 3.407 -5.027
C 0.796 -4.854 1.471
N -0.013 -6.091 1.914
O -0.687 -6.025 2.954
O 0.123 -7.117 1.243
H 1.795 -5.146 1.145
H 0.837 -4.154 2.305
H 0.253 -4.371 0.658
C 5.351 3.474 -0.900
N 4.010 2.840 -1.110
O 3.150 3.071 -0.291
O 3.838 2.240 -2.183
H 6.123 3.264 -1.640
H 5.722 3.096 0.052
H 5.173 4.549 -0.906
```

Output
Charge: +2
LUMO (spin up / spin down) (eV): -10.222 / -12.165
Highest occupied orbital energy (spin up / spin down) (eV): -13.56 / -13.56
Multiplicity: 6
⟨S²⟩: 8.767
Gap between HOMO and LUMO (spin up / spin down) (eV): 3.34 / 1.40
Molecular weight (g/mol): 1499.1

=====

[4]
C12H24F2LiNO16S2 | ωB97M-V/def2-TZVPD

XYZ file:
```
58
C12H24F2LiNO16S2 ωB97M-V/def2-TZVPD
Li 15.873 15.994 5.585
N 17.146 15.381 4.454
S 17.505 14.475 3.252
O 18.489 13.439 3.418
O 17.314 15.067 1.947
F 16.145 13.579 3.347
S 18.668 16.153 4.462
O 19.023 16.964 3.327
O 19.699 15.457 5.164
F 18.123 17.243 5.554
C 14.554 16.996 2.483
O 14.934 18.282 2.861
C 15.034 18.636 4.139
O 14.934 17.881 5.078
O 15.428 19.884 4.169
C 15.851 20.432 5.420
H 14.768 16.233 3.236
H 15.091 16.659 1.599
H 13.477 16.927 2.296
H 15.875 21.513 5.380
H 16.846 20.004 5.576
H 15.263 20.042 6.250
C 13.258 11.841 5.330
O 14.033 13.032 5.361
C 13.478 14.222 5.150
O 14.074 15.206 5.519
O 12.253 14.170 4.708
C 11.590 15.425 4.540
H 13.822 10.908 5.257
H 12.737 11.781 4.371
H 12.671 11.789 6.243
H 12.071 16.101 3.839
H 11.600 15.919 5.514
H 10.534 15.311 4.318
C 12.117 22.170 8.647
O 12.672 21.205 7.789
C 12.948 20.022 8.371
O 12.688 19.668 9.480
O 13.293 19.190 7.369
C 13.032 17.796 7.466
H 12.614 22.191 9.626
H 11.114 21.862 8.961
H 12.152 23.183 8.263
H 12.133 17.700 6.856
H 12.939 17.382 8.472
H 13.864 17.237 7.040
C 18.300 15.586 8.520
O 17.149 15.114 9.262
C 15.956 15.309 8.689
O 15.796 15.776 7.598
O 14.985 15.197 9.562
C 15.107 14.383 10.741
H 18.915 16.194 9.181
H 17.971 16.289 7.760
H 18.818 14.714 8.137
H 14.133 14.179 11.171
H 15.723 14.949 11.437
H 15.607 13.452 10.480
```

Output
LUMO (eV): 0.148
Highest occupied orbital energy (eV): -10.11
Gap between HOMO and LUMO (eV): 10.25
Molecular weight (g/mol): 547.4
Energy above the lowest of the compared OMol25 structures with the same formula, charge and spin (eV): 1.059

=====

[5]
C12H24FIN2O2S3 | ωB97M-V/def2-TZVPD

XYZ file:
```
45
C12H24FIN2O2S3 ωB97M-V/def2-TZVPD
C 1.973 -2.546 2.302
C 1.015 -3.085 1.246
C -0.335 -2.346 1.232
C -0.933 -2.078 -0.157
N -0.624 -0.723 -0.676
C 0.814 -0.452 -0.740
C 1.174 0.597 -1.790
C 2.634 1.032 -1.637
C 2.777 2.047 -0.505
N 4.035 2.844 -0.617
I 4.007 4.386 0.764
S 5.412 1.940 -0.431
O 5.181 0.764 0.331
O 6.525 2.785 -0.208
F 5.530 1.452 -1.916
C -1.421 0.294 -0.182
S -0.892 1.596 0.662
S -3.098 0.069 -0.715
C -4.060 0.798 0.637
C -5.358 1.425 0.140
C -6.248 0.501 -0.708
H 1.521 -2.584 3.294
H 2.895 -3.127 2.334
H 2.250 -1.510 2.092
H 1.488 -3.045 0.264
H 0.835 -4.143 1.451
H -1.065 -2.941 1.785
H -0.252 -1.395 1.766
H -0.569 -2.804 -0.888
H -2.013 -2.173 -0.133
H 1.207 -0.185 0.246
H 1.293 -1.387 -1.032
H 1.032 0.149 -2.775
H 0.513 1.458 -1.708
H 3.230 0.148 -1.395
H 3.017 1.454 -2.565
H 2.741 1.559 0.470
H 1.969 2.773 -0.563
H -3.430 1.559 1.095
H -4.262 0.028 1.384
H -5.916 1.722 1.031
H -5.131 2.345 -0.399
H -5.699 -0.348 -1.115
H -7.078 0.106 -0.122
H -6.688 1.040 -1.546
```

Output
LUMO (eV): -0.838
Highest occupied orbital energy (eV): -8.65
Gap between HOMO and LUMO (eV): 7.81
Molecular weight (g/mol): 470.4

=====

[6]
C12H24FNO8S | ωB97M-V/def2-TZVPD

XYZ file:
```
47
C12H24FNO8S ωB97M-V/def2-TZVPD
N 1.359 -1.480 -2.095
H 1.625 -2.245 -2.426
H 2.077 -1.301 -1.276
H 0.285 -1.391 -1.955
H 1.315 -0.868 -2.863
F 1.020 0.622 -0.169
C -3.263 -0.928 1.781
C -2.377 0.381 1.240
C -2.379 0.625 -0.245
O -2.864 1.939 -0.298
C -3.395 2.345 0.844
O -4.128 3.333 0.855
O -3.047 1.532 1.857
H -4.160 -1.024 1.060
H -3.406 -0.952 2.844
H -2.728 -1.844 1.416
H -1.326 0.398 1.380
H -3.155 -0.062 -0.738
H -1.393 0.716 -0.611
C 1.961 3.990 -0.389
C 1.743 3.596 -1.796
C 0.261 3.184 -2.167
O -0.243 4.320 -2.935
C 0.730 5.185 -3.154
O 0.759 6.144 -3.942
O 1.867 4.711 -2.676
H 1.147 4.385 -0.092
H 2.972 4.616 -0.185
H 1.996 3.029 0.097
H 2.312 2.800 -2.124
H -0.282 2.958 -1.172
H 0.350 2.351 -2.864
C 1.477 -2.872 2.472
C 0.231 -2.362 1.756
C -0.231 -3.499 0.955
S 1.140 -4.452 0.413
O 1.832 -4.029 -0.805
O 0.869 -5.782 0.794
C 2.250 -3.909 1.660
H 1.120 -3.443 3.317
H 1.981 -2.221 3.076
H 0.430 -1.482 1.341
H -0.597 -1.905 2.316
H -0.854 -3.202 0.139
H -1.089 -3.893 1.518
H 3.235 -3.238 1.515
H 2.567 -4.777 2.332
```

Output
LUMO (eV): -1.167
Highest occupied orbital energy (eV): -9.77
Gap between HOMO and LUMO (eV): 8.60
Molecular weight (g/mol): 361.4
Energy above the lowest of the compared OMol25 structures with the same formula, charge and spin (eV): 6.892

=====

[7]
C12H24N2O3 | ωB97M-V/def2-TZVPD

XYZ file:
```
41
C12H24N2O3 ωB97M-V/def2-TZVPD
C -1.620 1.504 4.456
C -2.148 0.260 3.643
C -1.873 0.441 2.184
C -2.889 -0.471 1.286
C -0.278 0.440 1.961
N 0.111 0.274 0.539
C 1.286 0.613 0.099
O 2.170 1.047 0.906
C 1.442 0.528 -1.354
N 2.783 0.848 -1.762
C 0.785 -0.753 -1.966
C 0.656 -0.870 -3.529
C 0.587 0.421 -4.189
C 1.684 -1.812 -4.235
C 0.308 -0.892 2.586
O -0.407 -1.792 2.889
O 1.551 -0.785 2.892
H -2.502 2.140 4.532
H -0.814 1.998 4.019
H -1.452 1.190 5.464
H -1.872 -0.671 4.003
H -3.247 0.221 3.708
H -2.067 1.465 1.954
H -2.658 -0.268 0.227
H -2.751 -1.520 1.527
H -3.916 -0.153 1.615
H 0.210 1.427 2.176
H -0.354 -0.421 -0.015
H 0.850 1.278 -1.836
H 3.030 1.544 -1.099
H 3.470 0.116 -1.626
H -0.238 -0.828 -1.546
H 1.284 -1.685 -1.568
H -0.331 -1.238 -3.792
H 0.600 0.430 -5.333
H 1.361 1.069 -3.986
H -0.283 1.044 -3.905
H 1.381 -1.812 -5.220
H 1.610 -2.864 -3.855
H 2.737 -1.490 -4.149
H 1.805 0.027 2.298
```

Output
LUMO (eV): 0.546
Highest occupied orbital energy (eV): -9.70
Gap between HOMO and LUMO (eV): 10.25
Molecular weight (g/mol): 244.3
Energy above the lowest of the compared OMol25 structures with the same formula, charge and spin (eV): 2.749

=====

[8]
C12H24N2O4 | ωB97M-V/def2-TZVPD

XYZ file:
```
42
C12H24N2O4 ωB97M-V/def2-TZVPD
C 3.494 5.160 1.558
C 4.073 5.106 0.145
O 3.827 3.907 -0.554
C 2.502 3.686 -0.985
C 1.723 2.738 -0.067
C 0.354 2.400 -0.658
N -0.383 1.506 0.197
C -0.699 0.245 -0.113
O -0.473 -0.315 -1.172
C -1.434 -0.447 1.041
O -1.728 0.160 2.060
N -1.704 -1.720 0.770
C -2.396 -2.624 1.654
C -1.815 -4.033 1.559
C -1.896 -4.587 0.136
O -0.871 -3.989 -0.632
C -0.972 -4.172 -2.031
C -1.886 -3.147 -2.697
H 3.775 4.266 2.108
H 3.891 6.030 2.076
H 2.410 5.240 1.537
H 5.163 5.167 0.194
H 3.701 5.964 -0.438
H 2.581 3.226 -1.977
H 1.967 4.639 -1.090
H 1.591 3.188 0.918
H 2.304 1.823 0.056
H -0.225 3.318 -0.809
H 0.469 1.892 -1.618
H -0.646 1.802 1.130
H -1.321 -2.113 -0.087
H -2.312 -2.231 2.671
H -3.462 -2.649 1.387
H -0.766 -4.020 1.856
H -2.364 -4.690 2.234
H -2.885 -4.376 -0.293
H -1.755 -5.680 0.145
H -1.305 -5.196 -2.252
H 0.048 -4.048 -2.406
H -1.527 -2.143 -2.482
H -2.910 -3.241 -2.338
H -1.883 -3.300 -3.772
```

Output
LUMO (eV): 0.897
Highest occupied orbital energy (eV): -9.39
Gap between HOMO and LUMO (eV): 10.29
Molecular weight (g/mol): 260.3
Energy above the lowest of the compared OMol25 structures with the same formula, charge and spin (eV): 1.523

=====

[9]
C12H24NO4S2Si2Sn | ωB97M-V/def2-TZVPD

XYZ file:
```
46
C12H24NO4S2Si2Sn ωB97M-V/def2-TZVPD
Sn 1.703 -0.569 -0.285
O 2.313 3.155 0.244
S 2.371 2.051 -0.650
O 2.860 2.313 -1.994
O 3.165 0.846 -0.043
O 0.992 1.333 -0.778
S 1.854 -1.125 -2.660
C 0.733 0.075 -3.302
N 1.217 1.306 -3.572
C 0.478 2.261 -4.150
C -0.821 2.001 -4.525
C -1.351 0.746 -4.254
C -0.570 -0.226 -3.640
H 2.098 1.601 -3.088
H 0.960 3.218 -4.288
H -1.406 2.769 -5.008
H -2.376 0.523 -4.518
H -0.956 -1.211 -3.425
C 2.014 1.201 3.025
Si 0.337 0.577 2.568
C -0.773 1.865 1.848
C -0.494 -0.215 4.040
C 0.532 -1.012 1.475
Si -0.936 -2.040 0.792
C -1.766 -2.865 2.228
C -2.047 -0.874 -0.145
C -0.283 -3.375 -0.334
H 1.937 1.828 3.917
H 2.443 1.818 2.234
H 2.708 0.387 3.244
H -0.783 2.721 2.528
H -1.797 1.509 1.735
H -0.410 2.222 0.886
H -0.464 0.497 4.871
H 0.001 -1.130 4.370
H -1.541 -0.434 3.833
H 1.226 -1.678 2.005
H -2.346 -2.176 2.840
H -1.040 -3.368 2.869
H -2.451 -3.626 1.843
H -2.759 -0.386 0.523
H -2.621 -1.408 -0.907
H -1.475 -0.082 -0.640
H 0.477 -3.982 0.169
H 0.148 -2.997 -1.262
H -1.101 -4.043 -0.616
```

Output
Charge: +1
LUMO (eV): -5.082
Highest occupied orbital energy (eV): -13.06
Gap between HOMO and LUMO (eV): 7.98
Molecular weight (g/mol): 485.3
Energy above the lowest of the compared OMol25 structures with the same formula, charge and spin (eV): 0.175